1.
A molecular structure, C22H30BrN6Pd at a distorted geometry, computed with ωB97M-V/def2-TZVPD.

Atoms and positions in Å:
Pd (-0.23, 0.46, -0.29)
Br (-1.09, 2.34, -1.88)
C (0.70, 2.80, -2.36)
C (0.94, 3.77, -3.28)
C (2.28, 4.06, -3.63)
C (3.31, 3.37, -3.06)
C (3.07, 2.35, -2.11)
C (4.13, 1.62, -1.51)
C (3.87, 0.65, -0.59)
C (2.54, 0.36, -0.20)
C (1.50, 1.04, -0.78)
C (1.73, 2.06, -1.74)
H (0.13, 4.31, -3.74)
H (2.47, 4.83, -4.36)
H (4.33, 3.59, -3.34)
H (5.14, 1.85, -1.80)
H (4.68, 0.10, -0.14)
H (2.35, -0.39, 0.55)
C (0.08, 2.84, 2.05)
N (0.44, 1.87, 3.05)
C (0.46, 2.29, 4.44)
C (0.66, 0.98, 5.18)
N (0.15, -0.01, 4.22)
C (0.47, -1.40, 4.47)
C (0.06, 0.56, 2.98)
N (-0.32, 0.01, 1.87)
C (-0.95, -1.30, 1.85)
C (-2.00, -1.42, 0.74)
N (-1.35, -1.60, -0.54)
C (-1.84, -2.24, -1.54)
N (-1.12, -2.37, -2.70)
C (0.03, -1.55, -2.99)
C (-1.97, -2.82, -3.78)
C (-3.06, -3.55, -3.01)
N (-3.06, -2.85, -1.73)
C (-3.88, -3.42, -0.68)
H (0.57, 3.78, 2.29)
H (-1.00, 3.01, 2.01)
H (0.42, 2.52, 1.07)
H (-0.49, 2.77, 4.72)
H (1.27, 3.00, 4.62)
H (0.10, 0.93, 6.12)
H (1.72, 0.79, 5.38)
H (1.14, -1.45, 5.32)
H (0.98, -1.85, 3.62)
H (-0.42, -1.99, 4.70)
H (-1.47, -1.57, 2.78)
H (-0.20, -2.08, 1.64)
H (-2.60, -0.50, 0.72)
H (-2.68, -2.22, 1.02)
H (0.66, -1.48, -2.10)
H (-0.25, -0.54, -3.32)
H (0.61, -2.02, -3.78)
H (-1.43, -3.47, -4.47)
H (-2.38, -1.97, -4.35)
H (-2.81, -4.61, -2.88)
H (-4.04, -3.48, -3.48)
H (-4.66, -4.02, -1.15)
H (-4.38, -2.65, -0.09)
H (-3.32, -4.08, -0.02)

Summary:
Gap between HOMO and LUMO = 7.1 eV
Net charge = +1
HOMO level = -10.474 eV
Relative energy (zero: lowest compared OMol25 entry of this formula, charge and spin) = 37.4 kJ/mol
E_tot = -105757.739 eV
Multiplicity = 1

natural (NBO) atomic charge list, values in e, 6 entries: 0.729 0.143 -0.066 -0.231 -0.196 -0.155


2.
11 unconnected molecules or ions with the total composition C22H30Cl22O3 at a distorted geometry, computed with ωB97M-V/def2-TZVPD.

Atoms and positions in Å:
C (3.96, 2.14, 0.32)
C (3.20, 1.90, -0.84)
C (1.58, 1.74, -0.80)
C (1.35, 0.15, -0.80)
C (1.41, -0.57, 0.42)
C (1.64, 0.00, 1.89)
Cl (3.13, -0.34, 2.92)
C (0.56, 0.78, 2.44)
C (-0.79, 1.12, 1.66)
Cl (0.78, 1.36, 4.19)
C (1.23, -2.16, 0.32)
O (1.91, -2.86, 1.11)
C (0.24, -2.72, -0.79)
C (0.14, -1.97, -2.04)
O (-0.69, -2.40, -3.13)
C (1.07, -0.66, -2.15)
O (1.52, -0.31, -3.27)
H (3.62, 1.98, 1.38)
H (5.03, 2.53, 0.15)
H (3.68, 1.76, -1.86)
H (1.23, 2.23, 0.16)
H (1.16, 2.25, -1.73)
H (-1.69, 1.06, 2.35)
H (-0.69, 2.18, 1.23)
H (-1.00, 0.42, 0.78)
H (-0.34, -3.67, -0.58)
H (-1.57, -2.73, -2.83)
Cl (-3.63, -4.39, -3.04)
C (-2.98, -4.51, -4.68)
Cl (-4.24, -4.25, -5.89)
H (-2.20, -3.75, -4.81)
H (-2.55, -5.50, -4.83)
Cl (-0.91, -7.40, -4.27)
C (-2.18, -8.47, -3.67)
Cl (-2.78, -7.93, -2.10)
H (-3.01, -8.47, -4.38)
H (-1.78, -9.47, -3.56)
Cl (-5.57, -0.25, -0.89)
C (-4.36, -0.98, -1.95)
Cl (-2.94, -1.51, -1.04)
H (-4.80, -1.84, -2.45)
H (-4.05, -0.24, -2.69)
Cl (4.75, 3.19, 3.84)
C (6.41, 3.78, 3.70)
Cl (6.80, 4.27, 2.05)
H (6.54, 4.63, 4.36)
H (7.09, 2.98, 4.00)
Cl (-0.22, 4.95, 4.74)
C (0.30, 4.72, 6.42)
Cl (1.21, 3.22, 6.60)
H (0.94, 5.56, 6.70)
H (-0.57, 4.69, 7.06)
Cl (5.14, 1.34, -3.38)
C (6.76, 2.04, -3.53)
Cl (6.79, 3.71, -2.95)
H (7.46, 1.45, -2.94)
H (7.05, 2.03, -4.58)
Cl (-2.61, 3.91, 1.88)
C (-4.20, 3.65, 2.60)
Cl (-4.45, 1.95, 3.01)
H (-4.28, 4.24, 3.51)
H (-4.97, 3.96, 1.90)
Cl (-9.85, 3.13, -1.15)
C (-8.64, 2.02, -0.48)
Cl (-7.79, 2.75, 0.89)
H (-9.14, 1.12, -0.15)
H (-7.92, 1.78, -1.26)
Cl (3.58, 5.81, 1.17)
C (1.97, 5.50, 1.84)
Cl (1.74, 3.77, 2.16)
H (1.87, 6.04, 2.78)
H (1.22, 5.83, 1.13)
Cl (2.15, -8.14, -1.19)
C (0.57, -8.34, -0.41)
Cl (0.30, -10.03, 0.05)
H (0.53, -7.72, 0.48)
H (-0.21, -8.04, -1.11)

Summary:
Gap between HOMO and LUMO = 7.4 eV
Structure (SMILES) = C=CCC1=C(/C(Cl)=C(\C)Cl)C(=O)C=C(O)C1=O.ClCCl.ClCCl.ClCCl.ClCCl.ClCCl.ClCCl.ClCCl.ClCCl.ClCCl.ClCCl
HOMO level = -8.548 eV
E_tot = -304930.365 eV
Multiplicity = 1

Löwdin atomic charge list, values in e, 6 entries: -0.045 -0.159 -0.111 -0.052 -0.085 -0.531


3.
A molecular structure, C22H30Cl2N12O2PPtS2, computed with ωB97M-V/def2-TZVPD.

Atoms and positions in Å:
Pt (-0.31, -0.37, -0.28)
N (3.52, 5.08, -1.92)
N (2.20, 5.48, -2.13)
C (1.15, 4.71, -1.84)
N (-0.06, 5.17, -2.08)
N (1.45, 3.45, -1.35)
N (0.54, 2.66, -0.90)
O (-0.66, 2.99, -0.80)
O (-3.20, -0.56, 0.08)
H (3.97, 5.75, -1.31)
H (4.01, 5.06, -2.81)
H (2.02, 6.40, -2.53)
H (-0.21, 6.07, -2.51)
H (-0.84, 4.61, -1.79)
S (-0.66, -0.28, 1.98)
C (-1.87, 0.93, 2.22)
N (-2.13, 1.95, 1.45)
C (-3.32, 2.72, 1.82)
C (-3.48, 2.50, 3.32)
S (-2.86, 0.81, 3.62)
H (-1.61, 2.15, 0.58)
H (-4.18, 2.34, 1.26)
H (-3.17, 3.77, 1.58)
H (-4.52, 2.56, 3.64)
H (-2.89, 3.20, 3.91)
C (4.33, 0.35, 2.08)
N (4.19, -0.86, 1.13)
C (4.89, -0.49, -0.19)
N (4.34, 0.70, -0.73)
C (4.46, 1.82, 0.21)
N (3.79, 1.51, 1.48)
C (2.33, 1.51, 1.36)
P (1.84, 0.21, 0.14)
C (2.75, -1.21, 0.91)
C (2.99, 0.56, -1.25)
H (5.39, 0.46, 2.28)
H (3.81, 0.09, 3.01)
H (4.67, -1.66, 1.55)
H (4.77, -1.34, -0.86)
H (5.95, -0.36, 0.05)
H (4.02, 2.71, -0.23)
H (5.52, 2.00, 0.41)
H (1.99, 2.48, 1.01)
H (1.87, 1.30, 2.32)
H (2.71, -2.08, 0.25)
H (2.30, -1.48, 1.86)
H (2.69, 1.49, -1.74)
H (2.95, -0.25, -1.98)
N (-2.58, -2.42, 4.08)
C (-2.68, -3.25, 3.30)
C (-2.76, -4.19, 2.21)
C (-3.41, -5.41, 2.28)
C (-3.41, -6.20, 1.14)
C (-2.78, -5.74, -0.01)
N (-2.15, -4.56, -0.08)
C (-2.14, -3.82, 1.02)
H (-3.90, -5.74, 3.19)
H (-3.90, -7.16, 1.13)
H (-2.77, -6.34, -0.91)
H (-1.63, -2.86, 0.99)
Cl (-0.15, -0.81, -2.62)
C (-1.63, -1.76, -2.79)
C (-1.78, -2.50, -3.93)
C (-2.98, -3.21, -4.08)
C (-3.96, -3.17, -3.12)
C (-3.81, -2.40, -1.97)
Cl (-5.06, -2.45, -0.82)
C (-2.62, -1.67, -1.79)
N (-2.32, -0.89, -0.66)
H (-1.01, -2.53, -4.69)
H (-3.12, -3.81, -4.97)
H (-4.88, -3.73, -3.24)

Summary:
Gap between HOMO and LUMO = 6.6 eV
Net charge = +3
HOMO level = -16.041 eV
Relative energy (zero: lowest compared OMol25 entry of this formula, charge and spin) = 0.0 kJ/mol
E_tot = -104500.346 eV
Multiplicity = 1

Löwdin atomic charge list, values in e, 6 entries: 0.533 0.061 0.000 -0.353 0.229 0.056


4.
A molecular structure, C22H30F3IrN7OSe at a distorted geometry, computed with ωB97M-V/def2-TZVPD.

Atoms and positions in Å:
Ir (0.14, -0.15, -0.07)
C (0.17, -2.17, -2.49)
C (-1.16, -2.55, -1.88)
O (-1.38, -1.81, -0.65)
C (-2.45, -2.40, 0.13)
C (-2.64, -1.64, 1.42)
H (0.33, -2.74, -3.41)
H (0.97, -2.44, -1.79)
H (0.20, -1.10, -2.74)
H (-1.18, -3.62, -1.66)
H (-1.98, -2.33, -2.57)
H (-2.21, -3.44, 0.33)
H (-3.36, -2.37, -0.47)
H (-1.78, -1.75, 2.08)
H (-3.51, -2.04, 1.94)
H (-2.82, -0.58, 1.23)
C (-0.75, 1.95, -2.35)
N (-0.92, 1.82, -0.87)
C (-0.41, 3.11, -0.29)
N (-1.12, 4.25, -0.83)
C (-0.92, 4.37, -2.27)
N (-1.47, 3.12, -2.82)
C (-2.93, 3.00, -2.63)
N (-3.07, 2.91, -1.18)
C (-2.40, 1.75, -0.64)
C (-2.56, 4.14, -0.56)
H (-1.14, 1.05, -2.84)
H (0.32, 2.05, -2.58)
H (0.66, 3.21, -0.52)
H (-0.53, 3.09, 0.79)
H (0.14, 4.47, -2.51)
H (-1.46, 5.23, -2.67)
H (-3.31, 2.10, -3.11)
H (-3.44, 3.87, -3.03)
H (-2.79, 0.84, -1.10)
H (-2.59, 1.70, 0.44)
H (-2.72, 4.09, 0.52)
H (-3.09, 5.01, -0.94)
F (0.74, 0.99, 6.84)
C (0.17, -0.15, 6.44)
F (0.82, -1.18, 6.95)
F (-1.10, -0.16, 6.87)
C (0.18, -0.19, 4.92)
C (-0.56, 0.77, 4.23)
C (-0.53, 0.75, 2.85)
N (0.18, -0.15, 2.15)
C (0.89, -1.06, 2.82)
C (0.92, -1.12, 4.21)
H (-1.14, 1.51, 4.76)
H (-1.12, 1.46, 2.29)
H (1.46, -1.78, 2.24)
H (1.50, -1.87, 4.71)
Se (3.17, -0.63, -1.97)
N (2.24, 0.22, -0.62)
C (3.11, 1.02, 0.00)
C (2.86, 1.86, 1.11)
C (3.87, 2.63, 1.60)
C (5.18, 2.62, 1.04)
C (5.48, 1.82, -0.02)
C (4.45, 1.01, -0.56)
N (4.61, 0.19, -1.59)
H (1.87, 1.87, 1.57)
H (3.68, 3.27, 2.45)
H (5.94, 3.26, 1.47)
H (6.46, 1.80, -0.47)

Summary:
Gap between HOMO and LUMO (spin up / spin down) = 7.8 / 4.5 eV
Net charge = +3
HOMO level (spin up / spin down) = -17.107 / -17.091 eV
Relative energy (zero: lowest compared OMol25 entry of this formula, charge and spin) = 0.0 kJ/mol
E_tot = -112085.706 eV
Multiplicity = 5
Expectation value of S² = 6.011

natural (NBO) atomic charge list, values in e, 6 entries: 1.342 -0.652 -0.072 -0.622 -0.065 -0.635


5.
A molecular structure, C22H30Ge2N3Ni at a distorted geometry, computed with ωB97M-V/def2-TZVPD.

Atoms and positions in Å:
Ni (0.00, 0.00, 0.00)
N (1.80, 0.00, 0.00)
C (2.96, 0.00, 0.00)
N (4.34, 0.00, 0.00)
C (5.03, 0.87, -0.83)
N (5.61, 1.60, -1.52)
C (1.13, 2.22, 1.90)
C (-0.08, 1.44, 2.43)
C (-0.06, 1.44, 3.97)
C (-1.38, 2.09, 1.92)
C (0.00, 0.00, 1.92)
H (1.10, 3.27, 2.26)
H (1.14, 2.23, 0.79)
H (2.08, 1.76, 2.25)
H (-0.11, 2.47, 4.36)
H (0.87, 0.96, 4.35)
H (-0.93, 0.87, 4.37)
H (-1.46, 3.14, 2.28)
H (-2.27, 1.53, 2.29)
H (-1.41, 2.09, 0.81)
H (-0.85, -0.61, 2.28)
C (-4.98, 2.01, -1.47)
Ge (-3.04, 1.86, -1.36)
C (-2.32, 3.50, -0.61)
C (-2.32, 1.64, -3.15)
Ge (-2.36, 0.00, 0.00)
C (-2.95, 0.19, 1.83)
C (-2.54, -0.73, 2.80)
C (-2.96, -0.59, 4.13)
C (-3.80, 0.46, 4.49)
C (-4.21, 1.39, 3.53)
C (-3.79, 1.26, 2.20)
C (-2.95, -1.69, -0.74)
C (-3.79, -1.72, -1.86)
C (-4.21, -2.95, -2.39)
C (-3.80, -4.15, -1.80)
C (-2.96, -4.12, -0.68)
C (-2.54, -2.89, -0.15)
H (-5.25, 2.87, -2.11)
H (-5.41, 2.15, -0.46)
H (-5.41, 1.09, -1.92)
H (-2.61, 4.36, -1.26)
H (-1.21, 3.43, -0.57)
H (-2.72, 3.66, 0.41)
H (-2.61, 2.51, -3.78)
H (-2.72, 0.71, -3.61)
H (-1.21, 1.58, -3.10)
H (-1.89, -1.55, 2.54)
H (-2.64, -1.31, 4.88)
H (-4.12, 0.57, 5.52)
H (-4.85, 2.21, 3.81)
H (-4.11, 1.98, 1.48)
H (-4.11, -0.81, -2.34)
H (-4.85, -2.97, -3.26)
H (-4.12, -5.09, -2.20)
H (-2.64, -5.04, -0.22)
H (-1.89, -2.89, 0.71)
H (0.00, 1.52, 0.00)

Summary:
Gap between HOMO and LUMO (spin up / spin down) = 3.9 / 6.2 eV
Net charge = -2
HOMO level (spin up / spin down) = 0.903 / -1.424 eV
E_tot = -181837.314 eV
Multiplicity = 4
Expectation value of S² = 3.781

natural (NBO) atomic charge list, values in e, 6 entries: 0.749 -0.577 0.545 -0.773 0.464 -0.568


6.
A molecular structure, C22H30IN2O6SSiTi, computed with ωB97M-V/def2-TZVPD.

Atoms and positions in Å:
Ti (1.33, -1.23, -0.98)
C (1.37, 2.81, -2.23)
C (1.83, 1.41, -2.61)
C (2.31, 1.34, -4.05)
O (0.70, 0.52, -2.42)
C (2.98, 1.02, -1.65)
O (4.04, 1.59, -1.73)
O (2.66, 0.12, -0.76)
H (0.54, 3.11, -2.87)
H (2.20, 3.51, -2.36)
H (1.04, 2.84, -1.19)
H (1.52, 1.70, -4.72)
H (2.57, 0.32, -4.32)
H (3.19, 1.96, -4.17)
H (0.67, -0.07, -3.19)
C (-0.03, 0.71, 4.32)
C (0.53, 0.12, 3.02)
C (1.77, 0.93, 2.63)
C (0.93, -1.34, 3.28)
Si (-0.65, 0.11, 1.53)
O (0.21, -0.42, 0.25)
C (-1.37, 1.80, 1.08)
C (-1.49, 2.09, -0.28)
C (-2.09, 3.26, -0.71)
C (-2.60, 4.17, 0.21)
C (-2.50, 3.89, 1.56)
C (-1.90, 2.72, 1.99)
C (-2.15, -0.99, 1.84)
C (-2.98, -0.78, 2.95)
C (-4.11, -1.56, 3.17)
C (-4.44, -2.56, 2.27)
C (-3.64, -2.77, 1.15)
C (-2.51, -1.99, 0.94)
H (0.73, 0.62, 5.11)
H (-0.92, 0.18, 4.67)
H (-0.27, 1.77, 4.23)
H (2.51, 0.89, 3.45)
H (1.53, 1.98, 2.45)
H (2.25, 0.55, 1.73)
H (1.66, -1.38, 4.10)
H (1.39, -1.80, 2.41)
H (0.07, -1.95, 3.57)
H (-1.09, 1.40, -1.01)
H (-2.17, 3.47, -1.77)
H (-3.07, 5.08, -0.13)
H (-2.90, 4.59, 2.29)
H (-1.85, 2.52, 3.05)
H (-2.76, 0.02, 3.65)
H (-4.73, -1.38, 4.03)
H (-5.31, -3.18, 2.43)
H (-3.90, -3.54, 0.44)
H (-1.91, -2.15, 0.05)
O (1.62, -2.85, 0.00)
S (0.35, -3.59, -0.67)
N (-0.25, -2.55, -1.56)
N (0.94, -2.45, -4.37)
C (2.20, -2.38, -3.73)
O (2.15, -1.66, -2.62)
C (3.34, -2.88, -4.24)
I (1.74, -5.61, -1.93)
H (0.24, -2.68, -3.67)
H (0.93, -3.15, -5.09)
H (4.27, -2.79, -3.69)
H (3.31, -3.47, -5.14)

Summary:
Gap between HOMO and LUMO (spin up / spin down) = 7.2 / 7.2 eV
Net charge = -1
HOMO level (spin up / spin down) = -5.079 / -5.079 eV
Relative energy (zero: lowest compared OMol25 entry of this formula, charge and spin) = 24.9 kJ/mol
E_tot = -88503.691 eV
Multiplicity = 1

natural (NBO) atomic charge list, values in e, 6 entries: 1.677 -0.615 0.145 -0.639 -0.705 0.790


7.
A molecular structure, C22H30N2NiO2Si, computed with ωB97M-V/def2-TZVPD.

Atoms and positions in Å:
Ni (1.33, 1.13, -0.69)
N (2.12, 2.86, -0.32)
C (2.22, 3.81, -1.45)
C (2.98, 3.20, -2.60)
C (2.21, 2.07, -3.29)
O (2.47, 1.80, -4.46)
O (1.32, 1.46, -2.58)
H (1.61, 3.27, 0.45)
H (3.05, 2.66, 0.04)
H (2.70, 4.73, -1.11)
H (1.20, 4.05, -1.76)
H (3.94, 2.80, -2.26)
H (3.21, 3.95, -3.35)
C (1.32, 0.77, 1.22)
Si (-0.14, -0.32, 1.46)
C (0.25, -1.51, 0.05)
N (0.55, -0.66, -1.14)
C (1.55, -1.36, -2.01)
C (1.05, -2.70, -2.53)
C (-0.39, -2.60, -3.06)
C (-0.78, -1.14, -3.25)
C (-0.72, -0.39, -1.92)
C (-1.76, 0.56, 1.14)
C (-1.80, 1.90, 0.76)
C (-2.99, 2.53, 0.44)
C (-4.18, 1.82, 0.49)
C (-4.17, 0.49, 0.87)
C (-2.98, -0.13, 1.19)
C (-0.27, -1.28, 3.07)
C (-1.23, -0.98, 4.05)
C (-1.27, -1.67, 5.25)
C (-0.37, -2.69, 5.50)
C (0.59, -3.01, 4.55)
C (0.63, -2.31, 3.35)
H (2.22, 0.18, 1.44)
H (1.35, 1.65, 1.87)
H (-0.50, -2.28, -0.20)
H (1.17, -2.04, 0.33)
H (2.46, -1.48, -1.42)
H (1.78, -0.69, -2.83)
H (1.12, -3.47, -1.76)
H (1.73, -3.01, -3.33)
H (-1.09, -3.06, -2.35)
H (-0.50, -3.15, -3.99)
H (-1.80, -1.05, -3.63)
H (-0.12, -0.65, -3.97)
H (-1.55, -0.69, -1.29)
H (-0.79, 0.68, -2.10)
H (-0.87, 2.46, 0.71)
H (-2.99, 3.58, 0.15)
H (-5.12, 2.31, 0.23)
H (-5.10, -0.07, 0.91)
H (-2.99, -1.18, 1.48)
H (-1.94, -0.18, 3.87)
H (-2.02, -1.41, 5.99)
H (-0.40, -3.23, 6.44)
H (1.30, -3.80, 4.74)
H (1.40, -2.57, 2.62)

Summary:
Gap between HOMO and LUMO (spin up / spin down) = 9.0 / 9.0 eV
HOMO level (spin up / spin down) = -8.687 / -8.691 eV
E_tot = -79298.548 eV
Multiplicity = 1

natural (NBO) atomic charge list, values in e, 6 entries: 0.931 -0.781 -0.218 -0.539 0.791 -0.654